# 1
Density functional theory data (ωB97M-V with the def2-TZVPD basis set) for a molecular structure, C34H40N2O6S.

```
83
Properties=species:S:1:pos:R:3
C -4.98106 1.75529 -2.52325
N -3.96472 1.54777 -1.51627
C -3.85481 2.37242 -0.42943
O -4.65843 3.25277 -0.12820
C -2.57279 1.96916 0.31073
C -2.72355 1.73713 1.81895
C -3.38716 2.87026 2.56880
C -4.37674 2.58275 3.51575
C -5.05447 3.62033 4.16321
C -4.70568 4.95224 3.90339
C -3.67633 5.23769 2.99699
C -3.01276 4.19833 2.33742
N -2.16694 0.76823 -0.40897
C -0.95862 0.17493 -0.14508
C -0.31969 -0.65751 -0.99672
C 1.16060 -0.93341 -0.92479
C 1.73662 -1.60127 -2.18194
C 3.02643 -1.31103 -2.60765
C 3.49681 -1.83581 -3.81041
C 2.65018 -2.60272 -4.62427
C 3.09892 -3.05801 -5.97962
C 1.39366 -2.96370 -4.13651
C 0.96296 -2.52193 -2.88355
C -2.84608 0.63872 -1.71067
C -3.37720 -0.78596 -1.95294
C -1.96256 1.11468 -2.87887
H -5.76036 2.40184 -2.11333
H -4.56118 2.22293 -3.42545
H -5.41453 0.79003 -2.80323
H -1.82145 2.77161 0.14943
H -3.29248 0.80793 1.97497
H -1.70818 1.57149 2.21607
H -4.62919 1.53690 3.70823
H -5.85674 3.38470 4.86477
H -5.23350 5.76513 4.40541
H -3.39355 6.27180 2.78691
H -2.21338 4.41148 1.62324
H -0.51725 0.43234 0.81917
H -0.83372 -1.02943 -1.88501
H 1.69178 0.02487 -0.76551
H 3.65881 -0.67211 -1.98587
H 4.51424 -1.61138 -4.13423
H 2.23437 -3.35065 -6.57826
H 3.63491 -2.25991 -6.49895
H 3.77172 -3.92030 -5.91897
H 0.72927 -3.58055 -4.74765
H 0.02624 -2.87650 -2.44687
H -4.20166 -0.98038 -1.25268
H -3.75433 -0.85187 -2.98109
H -2.61079 -1.54813 -1.80310
H -1.77077 2.19052 -2.77645
H -1.00470 0.59147 -2.89287
H -2.48764 0.91956 -3.82081
C -0.16525 -1.92890 4.44214
C -0.14814 -2.78076 3.21443
O 0.12741 -1.83918 2.12806
C 0.42410 -2.43640 0.94836
C 1.54278 -1.75950 0.19557
O 2.65400 -2.46255 -0.00347
C 3.12800 -3.40957 0.98666
S 2.22004 -0.14829 1.81967
C 3.89704 0.48939 1.40181
C 4.87762 0.40390 2.37879
C 6.20769 0.66243 2.03126
C 6.53656 0.99715 0.71383
C 5.52637 1.13149 -0.24575
C 4.18693 0.94159 0.11832
O 1.32625 1.00163 1.95311
O 2.52515 -0.90028 3.03490
O -0.11310 -3.45391 0.54195
H -0.31068 -2.56059 5.32017
H 0.78502 -1.39686 4.53664
H -0.98544 -1.20534 4.39742
H 0.66402 -3.52046 3.23996
H -1.11315 -3.25272 2.99504
H 4.01082 -3.83703 0.50636
H 3.40245 -2.90674 1.92359
H 2.36710 -4.18198 1.15373
H 4.60551 0.12509 3.39459
H 6.97706 0.59298 2.80167
H 7.57921 1.17022 0.43636
H 5.76958 1.38797 -1.27909
H 3.37255 1.14249 -0.58006
```

The calculation puts the energy relative to the best compared isomer or geometry (same formula, charge and spin) at 0.00 kJ/mol. Its electronic energy is -2278.64656 hartree. As for the HOMO-LUMO gap: 7.809 eV.

Results of the Löwdin charge analysis, in e, for atoms 1 through 5: atom 1 (C): -0.016, atom 2 (N): -0.041, atom 3 (C): -0.356, atom 4 (O): 0.076, atom 5 (C): -0.175

---

# 2
Density functional theory data (ωB97M-V with the def2-TZVPD basis set) for 2 unconnected molecules or ions with the total composition C34H40N3O2.

```
79
Properties=species:S:1:pos:R:3
C -6.70662 4.22482 0.83989
C -5.28968 4.31262 0.29255
N -4.69151 2.97466 0.17931
C -3.30812 3.00871 -0.14858
C -2.84039 2.78960 -1.46178
C -1.48809 2.88859 -1.75369
C -0.50787 3.05054 -0.73185
C 0.88368 2.99956 -1.05474
C 1.92549 2.61901 -0.15421
C 1.67643 1.79187 0.98062
C 2.69570 1.34827 1.80652
C 4.01487 1.80970 1.61887
N 5.05154 1.50821 2.53918
C 5.34057 2.62231 3.45386
C 6.50607 2.29870 4.37302
O 6.34632 1.01939 4.98342
C 6.28514 0.00036 3.98330
C 5.02177 0.16977 3.15594
C 4.29120 2.63760 0.50151
C 3.29308 2.96740 -0.39486
C -1.00196 3.28086 0.59377
C -2.36296 3.29517 0.86533
C -5.53945 1.99913 -0.52681
C -6.89772 1.98424 0.16406
O -7.49277 3.28339 0.10920
H -6.65739 3.95619 1.91278
H -7.22019 5.18400 0.69109
H -5.33576 4.79207 -0.70709
H -4.66437 4.91551 0.96300
H -3.56526 2.57136 -2.24933
H -1.15131 2.80886 -2.78606
H 1.15569 3.11363 -2.10286
H 0.65520 1.47059 1.18150
H 2.47598 0.67459 2.64024
H 5.58311 3.50519 2.84764
H 4.45558 2.84374 4.08370
H 7.44374 2.35131 3.78818
H 6.51869 3.00363 5.21319
H 7.16313 0.03367 3.30847
H 6.25352 -0.93851 4.55137
H 4.13616 0.04514 3.80811
H 4.99763 -0.59026 2.35888
H 5.32434 2.95876 0.33493
H 3.53501 3.51922 -1.30201
H -0.29292 3.46414 1.39873
H -2.72859 3.46295 1.88066
H -5.67263 2.28460 -1.58691
H -5.08008 1.00365 -0.46591
H -7.60268 1.33994 -0.37964
H -6.76567 1.64069 1.20979
C 4.91992 4.39177 -6.35190
C 3.46280 4.30653 -6.83718
C 2.58311 4.70638 -5.64704
N 3.49363 5.25101 -4.64390
C 3.06953 5.67829 -3.43298
C 1.85708 5.37887 -2.82739
C 1.67584 6.12334 -1.54315
C 3.02898 6.79724 -1.38668
C 3.83943 6.56163 -2.50287
C 5.11255 7.13735 -2.55965
C 5.53507 7.96607 -1.50716
C 4.71674 8.18375 -0.38708
C 3.45006 7.57946 -0.32536
C 4.88811 5.15408 -5.01940
H 5.31901 3.38970 -6.17998
H 5.55920 4.90750 -7.07280
H 3.30076 5.00012 -7.66571
H 3.21574 3.29745 -7.17762
H 1.82705 5.44850 -5.94190
H 2.03109 3.83756 -5.25196
H 1.07941 4.79967 -3.30993
H 0.84971 6.85496 -1.60994
H 1.43807 5.48456 -0.68350
H 5.75930 6.97246 -3.41728
H 6.50658 8.46113 -1.56415
H 5.06136 8.81296 0.43608
H 2.78877 7.72984 0.53004
H 5.48079 4.63916 -4.24574
H 5.32424 6.15343 -5.14705
```

The calculation puts the energy relative to the best compared isomer or geometry (same formula, charge and spin) at 232.99 kJ/mol. The total charge is +1. Its electronic energy is -1634.02933 hartree. As for the HOMO-LUMO gap: 4.540 eV.

Results of the Löwdin charge analysis, in e, for atoms 1 through 5: atom 1 (C): -0.184, atom 2 (C): -0.135, atom 3 (N): -0.099, atom 4 (C): -0.193, atom 5 (C): 0.018

---

# 3
Density functional theory data (ωB97M-V with the def2-TZVPD basis set) for a molecular structure, C34H40N6O2PS4Se2Sn.

```
90
Properties=species:S:1:pos:R:3
Sn -1.17311 0.14723 0.71718
Se 1.72636 0.62956 1.15609
P 1.92225 -1.43348 1.95886
Se 0.13726 -2.54995 2.27764
C 2.92569 -1.25095 3.47151
C 2.51755 -1.81732 4.67181
C 3.26486 -1.60768 5.82338
C 4.42621 -0.85152 5.76837
C 4.85252 -0.31497 4.55996
C 4.10320 -0.50882 3.41208
C 2.99689 -2.34991 0.81613
C 3.34315 -3.63538 1.23485
C 4.10913 -4.44392 0.41423
C 4.53090 -3.97047 -0.82232
C 4.18720 -2.69288 -1.23485
C 3.41657 -1.87636 -0.41707
H 1.62135 -2.42776 4.69398
H 2.94314 -2.03165 6.76614
H 5.00417 -0.68492 6.66805
H 5.76779 0.26094 4.51675
H 4.41649 -0.07731 2.46922
H 2.99654 -3.99368 2.19667
H 4.37335 -5.44296 0.73498
H 5.12965 -4.60048 -1.46726
H 4.51999 -2.32615 -2.19738
H 3.15073 -0.87544 -0.73389
N -0.07439 0.71614 4.44209
C -1.33891 0.28079 4.27293
N -1.99328 0.32677 3.14613
C -3.30921 -0.07408 3.30862
C -3.64105 -0.45288 4.56492
S -2.28454 -0.29374 5.61651
C -4.20741 -0.03573 2.15965
C -5.55964 -0.08417 2.18088
S -6.19602 0.07991 0.58112
C -4.57104 0.20352 -0.03088
N -3.66079 0.11770 0.90046
N -4.29654 0.32973 -1.34443
H 0.48544 0.86974 3.61109
H 0.42943 0.41848 5.25970
H -4.58388 -0.81946 4.93322
H -6.21957 -0.18631 3.02507
H -5.03900 0.49281 -1.99744
H -3.33287 0.48063 -1.62652
C 1.14536 0.30753 -8.01715
C 0.82231 0.63095 -6.58626
C 1.63900 1.46705 -5.83091
C 1.30382 1.79978 -4.52713
C 0.13650 1.29462 -3.97924
C -0.67459 0.43121 -4.69611
C -0.32600 0.10277 -5.99381
S -0.34628 1.83496 -2.33831
C -1.37556 3.22098 -2.89773
O -1.33971 0.81249 -1.84310
H 2.09802 0.73861 -8.31786
H 0.36851 0.70179 -8.67413
H 1.18535 -0.77122 -8.17126
H 2.54733 1.86458 -6.26585
H 1.94156 2.44869 -3.93737
H -1.56177 0.02239 -4.22764
H -0.95851 -0.56775 -6.56302
H -2.09981 2.83507 -3.61254
H -0.73878 3.97297 -3.36225
H -1.87410 3.62008 -2.01720
C -2.44925 5.78794 1.58964
N -1.10656 5.24390 1.62807
C 0.05268 5.91308 1.98189
C 1.06075 5.02037 1.93821
N 0.50929 3.81523 1.55410
C -0.81693 3.95081 1.36592
S -1.95436 2.79438 0.87069
H -2.41486 6.84321 1.84320
H -3.08037 5.25431 2.29919
H -2.87629 5.65826 0.59637
H 0.05964 6.95775 2.23548
H 2.10754 5.13624 2.15137
H 1.00185 2.93370 1.47623
C -2.33335 -4.00726 -1.85807
C -1.07659 -3.46720 -2.56465
C -0.30787 -2.85761 -1.40056
O -1.32572 -2.24342 -0.62082
C -2.41796 -3.16261 -0.56939
H -2.20742 -5.06110 -1.61390
H -3.22675 -3.90426 -2.47106
H -1.34082 -2.68270 -3.27573
H -0.51593 -4.24101 -3.08602
H 0.41226 -2.09052 -1.68563
H 0.19895 -3.63414 -0.81350
H -3.33589 -2.57824 -0.49303
H -2.32528 -3.79033 0.32269
```

The calculation puts the energy relative to the best compared isomer or geometry (same formula, charge and spin) at 79.44 kJ/mol. The total charge is +1. Its electronic energy is -8749.84550 hartree. As for the HOMO-LUMO gap: 7.682 eV.

Results of the Löwdin charge analysis, in e, for atoms 1 through 5: atom 1 (Sn): 0.985, atom 2 (Se): 0.255, atom 3 (P): 0.166, atom 4 (Se): 0.324, atom 5 (C): -0.420

---

# 4
Density functional theory data (ωB97M-V with the def2-TZVPD basis set) for a molecular structure, C34H40O6PZr.

```
82
Properties=species:S:1:pos:R:3
Zr 0.52362 0.38492 -0.90483
C 4.09781 -0.54664 -0.08038
C 3.20621 -0.87678 1.07657
O 2.05924 0.00299 1.04355
C 2.17167 1.16622 1.88025
C 2.69939 2.31202 1.08667
O 1.84678 2.44341 -0.07227
C 1.15670 3.70841 -0.16869
C -0.29218 3.41506 0.02931
O -0.66112 2.36364 -0.90323
C -1.02928 2.81516 -2.23445
C 0.14835 2.68536 -3.17211
O 0.84654 1.45743 -2.80676
C 1.66068 0.81979 -3.84754
C 1.31938 -0.64851 -3.87249
O 1.14899 -1.11508 -2.50928
C 1.92764 -2.28528 -2.15262
C 3.34566 -1.82937 -1.97410
O 3.27167 -0.59481 -1.25092
H 4.93377 -1.24286 -0.14985
H 4.50952 0.45493 -0.01416
H 3.71202 -0.77872 2.03560
H 2.81208 -1.88950 1.00013
H 2.79908 0.94988 2.74298
H 1.16842 1.39989 2.23410
H 3.71774 2.16177 0.74596
H 2.67481 3.22020 1.68602
H 1.36769 4.13675 -1.14498
H 1.51179 4.40777 0.58411
H -0.92522 4.28382 -0.13628
H -0.49595 3.02023 1.02162
H -1.36950 3.84624 -2.18999
H -1.85077 2.18300 -2.54083
H 0.85511 3.50698 -3.11228
H -0.20978 2.60506 -4.19621
H 2.70271 1.00419 -3.60914
H 1.42640 1.27060 -4.80801
H 2.13100 -1.19562 -4.34568
H 0.39963 -0.85569 -4.40673
H 1.80996 -3.04874 -2.91796
H 1.49899 -2.65784 -1.22207
H 3.83885 -1.64685 -2.92920
H 3.92281 -2.57976 -1.43554
C -3.67982 2.43271 3.62563
C -3.59377 2.48760 2.23734
C -2.70476 1.66328 1.56999
C -1.89712 0.77236 2.28764
C -1.99880 0.70389 3.67385
C -2.89182 1.54027 4.33650
P -0.89547 -0.35108 1.28025
C 0.01933 -1.52659 2.32804
C 0.62693 -1.15649 3.53141
C 1.36738 -2.07915 4.25700
C 1.52481 -3.37748 3.78361
C 0.93520 -3.75105 2.58443
C 0.18245 -2.83316 1.86001
C -2.12843 -1.38289 0.47031
C -2.97896 -2.16569 1.20832
C -3.97702 -2.92535 0.57133
C -4.11381 -2.85404 -0.78568
C -3.27359 -2.02048 -1.56127
C -3.48757 -1.87029 -2.95027
C -2.73952 -0.98347 -3.67021
C -1.71080 -0.26020 -3.04094
C -1.39170 -0.39682 -1.69678
C -2.23981 -1.27729 -0.93093
H -4.37754 3.07358 4.15018
H -4.23503 3.15958 1.67911
H -2.67201 1.67257 0.48679
H -1.43009 -0.01486 4.24786
H -2.97665 1.47954 5.41476
H 0.51074 -0.15624 3.92730
H 1.80693 -1.78984 5.20429
H 2.08612 -4.10148 4.36125
H 1.03653 -4.76710 2.22445
H -0.30833 -3.15326 0.94898
H -2.89330 -2.19718 2.28941
H -4.64041 -3.54551 1.16039
H -4.89043 -3.42012 -1.28763
H -4.27086 -2.44675 -3.43042
H -2.92950 -0.83485 -4.72651
H -1.15844 0.41960 -3.67807
```

The total charge is +3. Its electronic energy is -2158.51645 hartree. As for the HOMO-LUMO gap: 6.299 eV.

Results of the Löwdin charge analysis, in e, for atoms 1 through 5: atom 1 (Zr): 1.912, atom 2 (C): -0.125, atom 3 (C): -0.110, atom 4 (O): -0.311, atom 5 (C): -0.153

---

# 5
Density functional theory data (ωB97M-V with the def2-TZVPD basis set) for a molecular structure, C34H41As3BaN4O4.

```
87
Properties=species:S:1:pos:R:3
Ba -0.01865 -0.41544 1.05986
C -1.99932 0.55849 -2.53330
As -1.55925 -1.04110 -3.59047
C -2.41947 -0.49781 -5.26644
C 0.38334 -0.95321 -4.01499
C 1.25350 0.21933 -4.54875
C 2.13613 -0.33918 -5.67390
C 2.21314 0.71823 -3.45877
As 1.54277 1.24434 -1.68320
C 3.30469 1.83220 -1.04661
C 0.83782 3.03206 -2.07483
C 0.42487 1.37201 -5.11434
As 1.42081 2.86507 -5.95408
C 1.28766 2.30767 -7.82929
C -0.11138 4.08809 -5.97524
H -3.04863 0.47439 -2.24742
H -1.85982 1.48644 -3.08399
H -1.41834 0.59938 -1.60832
H -1.95131 -1.03338 -6.09276
H -2.36741 0.57216 -5.44911
H -3.46755 -0.79398 -5.22353
H 0.43897 -1.79117 -4.71880
H 0.84783 -1.34603 -3.10366
H 2.70261 -1.20551 -5.32590
H 2.85902 0.40341 -6.02257
H 1.53224 -0.65295 -6.52903
H 2.77680 1.57977 -3.82969
H 2.95213 -0.06329 -3.25272
H 3.80506 2.39075 -1.83776
H 3.89497 0.96347 -0.76325
H 3.17989 2.47960 -0.18069
H 1.44843 3.53190 -2.82814
H 0.86366 3.61146 -1.15168
H -0.19502 2.97288 -2.41266
H -0.16707 1.84419 -4.32849
H -0.27578 1.00132 -5.86075
H 2.01668 1.52718 -8.03933
H 1.50890 3.16652 -8.46225
H 0.28706 1.94043 -8.06108
H -0.30314 4.43500 -4.95988
H -1.00518 3.59852 -6.36424
H 0.12517 4.94945 -6.59827
N -6.31051 -6.51123 7.74133
C -5.66520 -5.88181 7.02867
C -4.85656 -5.09074 6.13926
C -3.96233 -5.71435 5.27515
C -3.19149 -4.94157 4.42297
C -3.30584 -3.55592 4.43321
C -4.20106 -2.94153 5.30322
C -4.98082 -3.70339 6.15644
C -2.46582 -2.72328 3.51406
C -2.94761 -2.64926 2.20500
C -4.11178 -3.30558 1.69830
C -4.20106 -2.99898 0.36458
C -3.09300 -2.15250 0.09438
N -2.35532 -1.94151 1.16843
C -1.32442 -2.16984 4.12884
C -0.92493 -2.40365 5.47165
C 0.25857 -1.72426 5.66439
C 0.54182 -1.09904 4.43297
N -0.38336 -1.35448 3.51560
H -3.87398 -6.79176 5.27347
H -2.49271 -5.41207 3.74376
H -4.28186 -1.86249 5.30847
H -5.67969 -3.23219 6.83317
H -4.78764 -3.92701 2.26337
H -4.94683 -3.32646 -0.34105
H -2.83941 -1.71734 -0.86318
H -1.44201 -3.00408 6.20252
H 0.85444 -1.67636 6.56075
H 1.40400 -0.47979 4.21741
O 0.92057 1.78171 1.66186
C 2.02053 1.22966 1.95974
O 2.33631 0.06148 1.58812
C 2.98286 1.98602 2.83032
C 2.69556 3.29472 3.20282
C 3.57936 3.99698 4.00752
C 4.72749 3.34756 4.41584
C 5.04604 2.04833 4.07130
C 4.15251 1.36576 3.26073
N 5.68461 4.09690 5.28440
O 6.67557 3.50833 5.65635
O 5.39225 5.23244 5.58657
H 1.77676 3.75076 2.86283
H 3.39297 5.01372 4.31657
H 5.95925 1.59712 4.42618
H 4.34694 0.34833 2.95199
```

The calculation puts the energy relative to the best compared isomer or geometry (same formula, charge and spin) at 0.00 kJ/mol. Its electronic energy is -8572.95001 hartree. As for the HOMO-LUMO gap: 6.766 eV.

Results of the Löwdin charge analysis, in e, for atoms 1 through 5: atom 1 (Ba): 1.910, atom 2 (C): -0.356, atom 3 (As): 1.138, atom 4 (C): -0.343, atom 5 (C): -0.374